# 1
{
  "formula": "C4H6N2O",
  "method": "ωB97M-V with the def2-TZVPD basis set",
  "largest_force_ev_per_a": 0.92,
  "e_above_lowest_kcal_mol": 56.9,
  "elements": ["N", "C", "C", "O", "C", "C", "N", "H", "H", "H", "H", "H", "H"],
  "positions_angstrom": [[1.9802, 0.8127, -0.2211], [0.6817, 0.3238, -0.0156], [0.2863, -1.0211, -0.3041], [1.0099, -1.9610, -0.6190], [-1.2037, -0.9877, 0.0431], [-1.5868, 0.4224, -0.0624], [-0.4382, 1.1003, -0.0229], [2.5317, -0.0061, -0.4679], [2.3983, 1.2364, 0.5980], [-0.8652, -1.1265, 1.1241], [-1.8911, -1.7567, -0.3076], [-2.5530, 0.8907, 0.0392], [-0.3756, 2.1104, 0.0315]],
  "forces_ev_per_angstrom": [[0.1, 0.1, -0.2], [0.0, -0.1, 0.0], [0.4, 0.0, -0.1], [-0.3, 0.2, 0.1], [0.1, -0.2, 0.1], [0.2, 0.0, 0.4], [0.0, 0.0, -0.1], [0.1, 0.2, -0.1], [-0.1, -0.1, 0.1], [-0.9, -0.1, -0.3], [0.3, 0.1, 0.2], [0.2, 0.0, 0.0], [-0.1, -0.1, -0.1]]
}



# 2
{
  "formula": "C3H2Cl2N2",
  "method": "ωB97M-V with the def2-TZVPD basis set",
  "largest_force_ev_per_a": 5.38,
  "e_above_lowest_kcal_mol": 22.1,
  "elements": ["C", "C", "C", "H", "H", "N", "N", "Cl", "Cl"],
  "positions_angstrom": [[-1.0003, 0.2174, -0.7237], [-0.3087, 0.8323, 0.3682], [0.7688, -0.0762, 0.6849], [-0.5200, 1.7225, 0.9355], [1.2352, -1.7922, -0.3057], [0.5658, -1.0994, -0.1684], [-0.5019, -0.9082, -1.0121], [-2.1627, 1.0323, -1.6477], [1.9238, 0.0716, 1.8690]],
  "forces_ev_per_angstrom": [[0.9, 2.7, 2.4], [1.8, -1.2, 0.9], [-4.5, 2.2, -2.0], [-0.1, 0.1, -0.3], [0.7, -1.6, -0.6], [-1.0, 1.2, 0.3], [2.0, -3.0, -1.0], [-0.7, -0.2, -0.3], [0.8, -0.3, 0.5]]
}



# 3
{
  "formula": "C19H47BrN3O9",
  "method": "ωB97M-V with the def2-TZVPD basis set",
  "e_tot_ev": -113390.003,
  "largest_force_ev_per_a": 3.95,
  "charge": 1,
  "elements": ["O", "C", "C", "N", "C", "N", "Br", "N", "H", "H", "H", "H", "H", "H", "H", "C", "O", "C", "C", "O", "C", "H", "H", "H", "H", "H", "H", "H", "H", "H", "H", "C", "O", "C", "C", "O", "C", "H", "H", "H", "H", "H", "H", "H", "H", "H", "H", "C", "O", "C", "C", "O", "C", "H", "H", "H", "H", "H", "H", "H", "H", "H", "H", "C", "O", "C", "C", "O", "C", "H", "H", "H", "H", "H", "H", "H", "H", "H", "H"],
  "positions_angstrom": [[3.1121, -0.7832, 0.9271], [2.2150, 0.1635, 0.1933], [2.5565, 1.7766, 0.4489], [1.2475, 2.5289, 0.1313], [0.2101, 1.4831, 0.4940], [-1.1412, 1.6327, 0.7278], [-2.2800, 0.2232, 1.2234], [0.7630, 0.0780, 0.6596], [2.5554, -1.3008, 1.6092], [2.2100, -0.1093, -0.9678], [2.8883, 1.7715, 1.5912], [3.4551, 2.1012, -0.2438], [1.2745, 2.5500, -0.9192], [-1.5769, 2.5864, 0.6487], [0.8196, 0.0210, 1.7068], [-5.7719, -2.9633, -0.8446], [-5.7980, -2.0521, 0.2493], [-5.8272, -0.6880, -0.1767], [-7.2536, -0.1229, -0.1634], [-8.0942, -0.7943, -1.1057], [-8.8757, -1.8214, -0.5028], [-6.0865, -3.9465, -0.4772], [-6.4474, -2.6658, -1.6514], [-4.7537, -3.0399, -1.2296], [-5.3692, -0.5805, -1.1678], [-5.2190, -0.1156, 0.5328], [-7.2168, 0.9292, -0.4597], [-7.6873, -0.1689, 0.8435], [-9.7548, -1.3754, -0.0213], [-8.3137, -2.3985, 0.2345], [-9.2111, -2.5017, -1.2905], [-8.5693, 4.0020, 0.9449], [-7.5144, 3.6235, 0.0663], [-7.7693, 4.0023, -1.2881], [-7.0622, 5.3151, -1.6498], [-7.5685, 6.4130, -0.8859], [-6.7604, 6.7039, 0.2505], [-8.1791, 3.9962, 1.9688], [-8.9529, 5.0030, 0.7290], [-9.3806, 3.2759, 0.8725], [-8.8480, 4.0700, -1.4763], [-7.3715, 3.2050, -1.9261], [-7.2573, 5.5401, -2.7021], [-5.9757, 5.2257, -1.5256], [-5.8973, 7.3054, -0.0604], [-6.4091, 5.8029, 0.7576], [-7.3606, 7.2851, 0.9561], [5.9533, -5.9259, -1.3735], [5.9273, -5.0147, -0.2795], [5.8980, -3.6506, -0.7056], [4.4716, -3.0855, -0.6922], [3.6310, -3.7569, -1.6345], [2.8495, -4.7840, -1.0316], [5.6388, -6.9091, -1.0060], [5.2778, -5.6284, -2.1803], [6.9715, -6.0025, -1.7584], [6.3560, -3.5431, -1.6966], [6.5063, -3.0782, 0.0039], [4.5084, -2.0334, -0.9885], [4.0379, -3.1315, 0.3147], [1.9705, -4.3380, -0.5502], [3.4115, -5.3611, -0.2943], [2.5142, -5.4643, -1.8193], [6.7399, 0.1622, 1.0001], [7.6415, -0.8874, 0.6639], [8.7334, -0.4332, -0.1389], [9.9852, -0.1692, 0.7080], [9.7762, 0.8976, 1.6373], [9.4296, 0.4276, 2.9365], [6.1445, -0.1622, 1.8609], [7.2579, 1.0868, 1.2695], [6.0706, 0.3497, 0.1589], [8.4497, 0.4577, -0.7126], [8.9597, -1.2304, -0.8561], [10.7987, 0.1384, 0.0450], [10.3084, -1.0789, 1.2296], [10.3397, 0.1277, 3.4705], [8.7341, -0.4138, 2.9069], [8.9547, 1.2486, 3.4808]],
  "forces_ev_per_angstrom": [[-3.3, 1.3, 0.1], [0.5, 0.2, -0.8], [1.6, -2.3, 0.5], [-0.9, -3.6, -0.1], [-0.5, -1.8, 0.3], [3.5, 0.9, -0.9], [0.6, 0.7, -0.3], [0.2, 3.9, 0.8], [1.3, 1.1, -1.6], [0.2, 0.5, 2.6], [-0.9, 0.7, -2.4], [-2.1, -0.3, 1.5], [-0.5, 0.5, 1.0], [0.6, -1.3, 0.2], [-0.4, -0.5, -0.8], [-0.1, -0.2, 0.2], [0.0, 0.3, -0.3], [-0.5, -0.2, 0.4], [0.1, -0.1, -0.6], [0.4, -0.1, 0.5], [-0.2, 0.1, -0.1], [0.1, 0.2, 0.0], [0.1, 0.1, 0.1], [0.1, -0.1, -0.2], [-0.1, 0.0, 0.0], [-0.1, 0.0, 0.0], [0.0, 0.0, 0.1], [0.1, -0.1, -0.1], [0.1, -0.1, 0.0], [0.0, 0.1, 0.0], [0.0, 0.2, 0.1], [0.1, -0.1, 0.2], [-0.2, 0.3, -0.2], [0.5, 0.1, 0.1], [-0.6, 0.1, 0.1], [0.4, -0.5, 0.1], [-0.1, 0.3, -0.1], [0.0, -0.1, -0.2], [0.1, -0.1, -0.1], [-0.2, 0.0, 0.0], [0.1, 0.1, 0.1], [0.0, 0.0, 0.0], [0.0, 0.0, 0.0], [-0.1, -0.1, 0.1], [0.0, 0.0, 0.1], [-0.1, 0.0, -0.1], [0.0, 0.0, -0.2], [0.0, -0.2, 0.2], [-0.2, 0.3, -0.4], [-0.2, -0.1, 0.6], [0.4, -0.3, -0.5], [0.0, -0.1, 0.5], [-0.1, 0.1, -0.2], [0.1, 0.2, 0.0], [0.0, 0.1, 0.1], [0.0, -0.1, -0.1], [-0.2, 0.0, 0.0], [-0.1, 0.0, -0.1], [0.0, 0.0, 0.0], [0.1, -0.1, -0.1], [0.0, -0.1, 0.1], [0.1, 0.1, 0.0], [0.0, 0.2, 0.1], [0.1, -0.3, 0.2], [0.0, 0.5, 0.0], [0.3, -0.4, 0.3], [-0.3, 0.4, -0.1], [-0.3, -0.5, -0.1], [0.2, 0.2, 0.1], [0.1, 0.0, -0.2], [0.0, -0.1, -0.1], [-0.1, 0.1, -0.1], [0.1, 0.0, 0.2], [0.0, 0.0, 0.1], [0.0, 0.0, 0.0], [-0.2, 0.1, -0.1], [-0.1, 0.0, 0.0], [0.0, 0.0, -0.1], [0.1, 0.0, -0.1]]
}